88
Properties=species:S:1:pos:R:3 method="wB97M-V/def2-TZVPD" smiles="C=C[C@@]1(CCOCCOc2ccc(C(C)(C)CC(C)(C)C)cc2)[N+]([C@@H](I)CC)=C[C@H](CC(N)(N)N)[C@@]1(F)OC#N" charge=+1 e_tot_ha=-2068.38974 gap_ev=5.716 homo_ev=-10.21
C -1.63 2.67 -0.39
C -0.59 1.89 0.17
C -0.50 1.45 1.71
C 0.97 0.89 1.79
C 1.44 0.44 3.24
O 1.70 -0.95 3.29
C 2.91 -1.30 2.61
C 2.69 -2.68 1.86
O 3.69 -2.88 0.83
C 3.14 -2.74 -0.45
C 3.66 -1.69 -1.35
C 3.10 -1.49 -2.68
C 1.98 -2.28 -3.22
C 1.37 -2.07 -4.64
C 2.52 -2.54 -5.67
C 0.16 -3.08 -4.95
C 1.04 -0.57 -5.01
C 0.25 0.27 -3.93
C -0.80 -0.54 -3.09
C -0.59 1.36 -4.75
C 1.20 1.14 -2.98
C 1.48 -3.35 -2.32
C 2.05 -3.56 -0.98
N -0.85 2.69 2.47
C -0.21 4.02 2.41
I -1.04 5.50 3.75
C 1.36 4.01 2.59
C 2.16 4.38 1.25
C -1.90 2.36 3.18
C -2.44 0.91 3.04
C -2.84 0.10 4.32
C -4.25 -0.62 4.19
N -5.34 0.30 3.85
N -4.65 -1.30 5.46
N -4.09 -1.68 3.17
C -1.51 0.27 1.93
F -1.02 -0.99 2.20
O -2.47 0.00 0.86
C -2.14 -1.19 0.25
N -2.04 -2.16 -0.36
H -2.58 2.13 -0.66
H -1.59 3.76 -0.62
H 0.22 1.52 -0.53
H 1.01 -0.01 1.10
H 1.67 1.66 1.37
H 2.35 1.02 3.57
H 0.63 0.71 3.98
H 3.74 -1.43 3.35
H 3.26 -0.54 1.86
H 1.64 -2.69 1.48
H 2.79 -3.52 2.59
H 4.50 -1.06 -0.96
H 3.49 -0.68 -3.35
H 3.26 -1.71 -5.86
H 3.01 -3.44 -5.23
H 2.05 -2.88 -6.63
H -0.45 -2.58 -5.75
H 0.50 -4.06 -5.34
H -0.53 -3.18 -4.06
H 2.04 -0.05 -5.16
H 0.50 -0.55 -6.00
H -1.46 -1.15 -3.74
H -1.45 0.22 -2.55
H -0.30 -1.13 -2.28
H -1.33 0.81 -5.40
H 0.07 2.03 -5.35
H -1.21 1.95 -4.02
H 1.44 0.62 -2.02
H 2.15 1.36 -3.55
H 0.72 2.14 -2.75
H 0.66 -4.05 -2.60
H 1.64 -4.39 -0.34
H -0.40 4.41 1.37
H 1.78 3.09 3.07
H 1.62 4.85 3.30
H 2.85 3.57 0.92
H 2.75 5.32 1.43
H 1.46 4.63 0.40
H -2.51 2.99 3.87
H -3.41 1.09 2.48
H -2.88 0.79 5.22
H -2.09 -0.70 4.56
H -5.96 0.50 4.64
H -5.89 -0.04 3.06
H -4.74 -0.56 6.15
H -3.91 -1.96 5.71
H -4.30 -1.34 2.23
H -4.77 -2.43 3.35